ORCA calculation (ωB97M-V/def2-TZVPD) on a 2-piece molecular cluster, C4H8FINS overall at a distorted geometry.

## Properties
net charge	+1
energy relative to the best compared isomer or geometry (same formula, charge and spin)	10.27	kcal per mole
spin multiplicity	1

Last column: Löwdin charge in e.
Cartesian coordinates (Å):
1 C -0.70788 -2.09801 -1.51565  -0.05
2 C -0.06424 -0.78839 -2.12042  -0.60
3 F 1.31664 -0.99104 -2.27108  -0.05
4 S -0.33766 0.74208 -1.10433  0.57
5 I -0.20156 2.55588 -2.74470  0.68
6 H -1.60737 -1.91468 -0.86086  0.10
7 H 0.07644 -2.71194 -0.97719  0.11
8 H -1.05420 -2.72884 -2.39523  0.11
9 H -0.50188 -0.59130 -3.13899  0.12
10 H 0.75032 0.90291 -0.26558  -0.01
11 C 0.72804 1.63268 2.99569  -0.06
12 C -0.27385 0.56426 2.71107  -0.27
13 N -1.05304 -0.26668 2.48666  0.13
14 H 1.62185 1.47438 2.39077  0.07
15 H 0.30465 2.60956 2.75991  0.08
16 H 1.00374 1.60913 4.04992  0.09

Atoms 1-2, force components in eV/Å:
C -0.02 -0.26 -0.23
C 1.03 -2.11 -0.59